# 1
An isolated molecule of C7H4Cl2O. Source: the Open Molecules 2025 dataset; level of theory: wB97M-V/def2-TZVPD.

ORCA input file:
```
! wB97M-V def2-TZVPD RIJCOSX def2/J DEFGRID3
* xyz 0 1
C 0.753 -1.503 0.107
C 1.932 -0.834 0.357
C 0.765 1.308 -0.046
C -0.393 -0.777 0.160
C 2.035 0.650 0.252
C -0.301 0.502 -0.097
C -3.095 0.025 -0.817
O 3.155 1.147 0.350
Cl -1.894 1.354 -0.562
Cl -3.289 -0.812 0.590
H 0.706 -2.465 0.433
H 2.966 -1.365 0.541
H 0.636 2.431 0.101
H -3.977 0.338 -1.370
*
```

The calculation puts the energy above the lowest of the compared OMol25 structures with the same formula, charge and spin at 196.6 kcal/mol. Its maximum force is 3.343 eV/Å. The LUMO energy (alpha / beta) is -1.26 / -2.05 eV.

Atom charges from the natural (NBO) analysis, given in e for atoms 1 to 8: C -0.28; C -0.17; C -0.31; C -0.21; C 0.38; C -0.08; C -0.24; O -0.52

# 2
A structure of composition C7H4IrNO8SbSe5. Source: the Open Molecules 2025 dataset; level of theory: wB97M-V/def2-TZVPD.

ORCA input file:
```
! wB97M-V def2-TZVPD RIJCOSX def2/J DEFGRID3
* xyz -2 2
Ir -0.462 1.182 -1.038
O 3.394 0.845 -1.849
C 2.372 0.815 -1.154
O 1.591 1.797 -0.934
C 1.988 -0.485 -0.470
C 2.898 -1.521 -0.338
C 2.548 -2.613 0.436
C 1.327 -2.608 1.088
C 0.466 -1.540 0.891
N 0.773 -0.524 0.079
C -0.794 -1.450 1.740
O -0.993 -2.261 2.619
O -1.550 -0.476 1.359
H 2.487 1.744 -3.280
H 3.853 -1.432 -0.837
H 3.235 -3.441 0.561
H 1.025 -3.393 1.767
Se -5.011 -0.108 2.174
Sb -2.833 0.835 2.213
Se -2.841 0.759 -1.487
Se -2.318 2.331 0.111
Se -1.737 1.796 4.093
O 2.023 2.013 -4.100
Se 0.327 1.637 -3.931
O -0.179 1.513 -5.448
O 0.309 0.255 -3.032
O -0.375 2.801 -3.041
*
```

Its expectation value of S² is 0.756. The calculation puts the energy above the lowest of the compared OMol25 structures with the same formula, charge and spin at 0.0 kcal/mol. Its maximum force is 0.918 eV/Å. The LUMO energy (alpha / beta) is 4.24 / 4.24 eV.

Atom charges from the natural (NBO) analysis, given in e for atoms 1 to 8: Ir 0.72; O -0.72; C 0.75; O -0.73; C 0.11; C -0.21; C -0.19; C -0.22

# 3
A cluster of 2 separate species, C7H4N2O in total. Source: the Open Molecules 2025 dataset; level of theory: wB97M-V/def2-TZVPD.

ORCA input file:
```
! wB97M-V def2-TZVPD RIJCOSX def2/J DEFGRID3
* xyz 0 1
C -0.589 0.018 1.310
C 0.060 -1.268 1.042
C 0.413 1.111 1.527
C 1.250 -0.323 1.111
C -1.081 -0.635 -0.810
C 0.163 1.089 0.027
C 1.095 -0.102 -0.400
N -1.123 0.555 0.054
N 0.161 -1.194 -0.463
O 1.636 0.560 2.033
H -1.819 -1.382 -0.285
H -1.363 -0.335 -1.793
H -0.687 2.022 -2.184
H 1.884 -0.116 -1.170
*
```

The calculation puts the energy above the lowest of the compared OMol25 structures with the same formula, charge and spin at 270.4 kcal/mol. Its maximum force is 4.306 eV/Å. The LUMO energy (alpha / beta) is -0.95 / -1.13 eV.

Atom charges from the natural (NBO) analysis, given in e for atoms 1 to 8: C 0.21; C -0.14; C 0.15; C 0.44; C -0.09; C 0.11; C -0.17; N -0.40

Question: Which of these has the highest maximum force?
Answer: C7H4N2O

Question: Among the records above, which one has the highest maximum force?
Answer: C7H4N2O

What did the first record say?
An isolated molecule of C7H4Cl2O. Source: the Open Molecules 2025 dataset; level of theory: wB97M-V/def2-TZVPD.

ORCA input file:
```
! wB97M-V def2-TZVPD RIJCOSX def2/J DEFGRID3
* xyz 0 1
C 0.753 -1.503 0.107
C 1.932 -0.834 0.357
C 0.765 1.308 -0.046
C -0.393 -0.777 0.160
C 2.035 0.650 0.252
C -0.301 0.502 -0.097
C -3.095 0.025 -0.817
O 3.155 1.147 0.350
Cl -1.894 1.354 -0.562
Cl -3.289 -0.812 0.590
H 0.706 -2.465 0.433
H 2.966 -1.365 0.541
H 0.636 2.431 0.101
H -3.977 0.338 -1.370
*
```

The calculation puts the energy above the lowest of the compared OMol25 structures with the same formula, charge and spin at 196.6 kcal/mol. Its maximum force is 3.343 eV/Å. The LUMO energy (alpha / beta) is -1.26 / -2.05 eV.

Atom charges from the natural (NBO) analysis, given in e for atoms 1 to 8: C -0.28; C -0.17; C -0.31; C -0.21; C 0.38; C -0.08; C -0.24; O -0.52